[1]
{"formula": "C3H8N2O2", "method": "ωB97M-V with the def2-TZVPD basis set", "charge": 0, "smiles": "C/N=C\\N.O=CO", "orbital_gap_ev": 9.8, "homo_ev": -9.2, "species": ["O", "C", "O", "H", "H", "C", "N", "C", "N", "H", "H", "H", "H", "H", "H"], "coordinates": [[-1.086, 0.703, 2.609], [-0.745, -0.442, 2.542], [0.222, -0.882, 1.732], [-1.195, -1.241, 3.137], [0.503, -0.160, 1.117], [-0.846, -0.690, -1.497], [0.932, 1.127, -0.232], [1.238, 0.400, -1.397], [0.359, -0.119, -2.156], [-0.492, -1.465, -0.822], [-1.496, -1.087, -2.277], [-1.429, 0.047, -0.924], [1.667, 1.689, 0.169], [0.089, 1.681, -0.287], [2.280, 0.440, -1.712]]}



[2]
{"formula": "C3H8N2O2", "method": "ωB97M-V with the def2-TZVPD basis set", "charge": 0, "smiles": "c1c[nH]cn1.O.O", "orbital_gap_ev": 9.8, "homo_ev": -9.0, "species": ["C", "C", "N", "C", "N", "H", "H", "H", "H", "H", "H", "O", "H", "H", "O"], "coordinates": [[-2.560, 1.855, 2.188], [-2.046, 0.663, 2.630], [-0.820, 0.435, 2.074], [-0.574, 1.477, 1.318], [-1.602, 2.356, 1.337], [-3.404, 2.470, 2.462], [-2.633, -0.080, 3.133], [0.320, 1.540, 0.723], [-1.577, 3.263, 0.898], [0.688, -1.441, -0.576], [1.282, -0.497, -1.623], [1.011, -1.409, -1.488], [4.036, -4.310, -4.110], [4.269, -2.865, -4.671], [3.611, -3.458, -4.294]]}



[3]
{"formula": "C3H8N2O2", "method": "ωB97M-V with the def2-TZVPD basis set", "charge": 0, "smiles": "CC(C)(N)[N+](=O)[O-]", "orbital_gap_ev": 10.6, "homo_ev": -10.2, "species": ["C", "C", "C", "N", "N", "O", "O", "H", "H", "H", "H", "H", "H", "H", "H"], "coordinates": [[-0.636, -0.996, 0.745], [1.203, 0.176, -0.458], [-0.089, 0.323, 0.329], [-1.141, 1.014, -0.543], [0.131, 1.071, 1.660], [0.935, 0.630, 2.460], [-0.604, 2.018, 1.879], [-1.585, -0.840, 1.166], [-0.544, -1.681, 0.022], [-0.131, -1.566, 1.566], [1.610, 1.221, -0.863], [2.100, -0.313, 0.028], [1.169, -0.455, -1.259], [-1.819, 1.419, 0.112], [-0.763, 1.746, -1.099]]}



[4]
{"formula": "C3H8N2O2", "method": "ωB97M-V with the def2-TZVPD basis set", "charge": 0, "smiles": "CC(C)(N)ON=O", "orbital_gap_ev": 8.8, "homo_ev": -9.2, "species": ["C", "C", "C", "N", "O", "N", "O", "H", "H", "H", "H", "H", "H", "H", "H"], "coordinates": [[0.351, -0.027, 0.152], [1.054, 1.318, 0.174], [-1.313, 0.290, -0.278], [0.939, -0.925, -0.778], [0.369, -0.564, 1.437], [-0.822, -1.459, 1.629], [-0.955, -2.387, 0.924], [1.059, -0.525, -1.699], [0.474, -1.823, -0.851], [0.581, 1.971, 0.904], [2.091, 1.156, 0.465], [1.034, 1.790, -0.808], [-1.163, 0.840, -1.208], [-1.796, 0.944, 0.448], [-1.903, -0.597, -0.511]]}



[5]
{"formula": "C3H8N2O2", "method": "ωB97M-V with the def2-TZVPD basis set", "charge": 0, "smiles": "C=N[C@H](N)O.C=O", "orbital_gap_ev": 10.1, "homo_ev": -9.7, "species": ["N", "C", "O", "N", "C", "C", "O", "H", "H", "H", "H", "H", "H", "H", "H"], "coordinates": [[2.343, 1.011, -0.328], [0.933, 0.778, -0.459], [0.325, 1.573, 0.509], [0.569, -0.631, -0.201], [-0.384, -1.089, -0.896], [-1.887, -0.639, 1.627], [-2.242, 0.432, 1.185], [2.553, 1.024, 0.666], [2.858, 0.234, -0.730], [0.617, 1.061, -1.481], [-0.739, -2.106, -0.708], [-0.930, -0.509, -1.655], [-0.857, -0.821, 1.970], [-2.580, -1.496, 1.661], [-0.618, 1.354, 0.579]]}



[6]
{"formula": "C3H8N2O2", "method": "ωB97M-V with the def2-TZVPD basis set", "charge": 0, "orbital_gap_ev": 9.6, "homo_ev": -9.3, "species": ["C", "C", "C", "H", "H", "H", "H", "H", "H", "H", "H", "N", "N", "O", "O"], "coordinates": [[-2.141, -0.687, -0.412], [-1.214, 0.542, 0.200], [1.216, -0.554, -0.101], [-2.654, -1.624, 0.906], [-3.100, -0.165, -1.161], [-0.896, -1.311, -1.054], [-1.370, 1.680, 0.383], [-0.832, 0.029, 1.095], [0.676, 1.702, 1.067], [3.396, -0.988, -0.028], [2.664, 1.020, -0.167], [0.195, 0.533, -0.498], [2.453, -0.285, -0.343], [0.733, 1.755, -0.087], [0.873, -1.646, 0.199]]}



[7]
{"formula": "C3H8N2O2", "method": "ωB97M-V with the def2-TZVPD basis set", "charge": 0, "smiles": "c1c[nH]cn1.O.O", "orbital_gap_ev": 8.9, "homo_ev": -8.5, "species": ["C", "C", "N", "C", "N", "H", "H", "H", "H", "H", "H", "O", "H", "H", "O"], "coordinates": [[2.126, -0.223, -1.495], [0.850, 0.227, -1.538], [0.573, 0.850, -0.260], [1.747, 0.754, 0.538], [2.616, 0.099, -0.267], [2.643, -0.792, -2.164], [-0.015, 0.155, -2.272], [-0.215, 1.184, 0.148], [1.646, 0.902, 1.619], [-2.598, 0.016, -0.934], [-1.955, -0.206, 0.318], [-1.974, 0.410, -0.362], [-1.987, -0.381, 2.582], [-1.576, -1.929, 2.155], [-1.881, -1.066, 1.932]]}



[8]
{"formula": "C3H8N2O2", "method": "ωB97M-V with the def2-TZVPD basis set", "charge": 0, "smiles": "NC(=O)NCCO", "orbital_gap_ev": 10.5, "homo_ev": -9.8, "species": ["N", "C", "O", "N", "C", "C", "O", "H", "H", "H", "H", "H", "H", "H", "H"], "coordinates": [[-2.347, 0.101, -0.576], [-1.108, -0.487, -0.407], [-0.978, -1.575, 0.149], [-0.065, 0.231, -0.922], [1.290, 0.139, -0.386], [1.347, 0.402, 1.117], [0.875, -0.659, 1.903], [-3.059, -0.364, -0.030], [-2.372, 1.108, -0.490], [-0.291, 1.033, -1.487], [1.880, 0.899, -0.910], [1.733, -0.838, -0.609], [0.790, 1.336, 1.318], [2.388, 0.582, 1.409], [0.260, -1.198, 1.374]]}



[9]
{"formula": "C3H8N2O2", "method": "ωB97M-V with the def2-TZVPD basis set", "charge": 0, "smiles": "NC(=O)NCCO", "orbital_gap_ev": 10.0, "homo_ev": -9.3, "species": ["C", "C", "O", "N", "C", "N", "O", "H", "H", "H", "H", "H", "H", "H", "H"], "coordinates": [[0.339, 0.461, -0.965], [-0.541, -0.763, -0.931], [-0.669, -1.302, -2.229], [0.454, 1.205, 0.285], [0.071, 0.633, 1.514], [0.939, -0.320, 2.037], [-0.863, 1.069, 2.152], [-0.094, 1.101, -1.743], [1.337, 0.241, -1.355], [-1.495, -0.546, -0.438], [-0.141, -1.536, -0.267], [-1.385, -0.820, -2.659], [0.173, 2.172, 0.234], [1.197, -1.039, 1.380], [0.678, -0.557, 2.985]]}



[10]
{"formula": "C3H8N2O2", "method": "ωB97M-V with the def2-TZVPD basis set", "charge": 0, "smiles": "NCC(=O)NCO", "orbital_gap_ev": 9.8, "homo_ev": -9.2, "species": ["O", "C", "N", "C", "O", "C", "N", "H", "H", "H", "H", "H", "H", "H", "H"], "coordinates": [[2.551, 0.125, -0.181], [1.365, -0.007, -0.081], [0.544, 1.057, 0.247], [-0.937, 1.145, 0.342], [-1.270, 2.452, 0.085], [0.526, -1.170, -0.749], [-0.064, -2.023, 0.271], [0.689, 2.029, -0.016], [-1.312, 0.817, 1.322], [-1.350, 0.344, -0.314], [-1.847, 2.882, 0.717], [1.271, -1.785, -1.262], [-0.188, -0.784, -1.474], [-0.298, -2.932, -0.097], [0.318, -2.150, 1.190]]}



[11]
{"formula": "C3H8N2O2", "method": "ωB97M-V with the def2-TZVPD basis set", "charge": 0, "smiles": "NCCNC(=O)O", "orbital_gap_ev": 10.4, "homo_ev": -9.6, "species": ["C", "N", "C", "O", "O", "C", "N", "H", "H", "H", "H", "H", "H", "H", "H"], "coordinates": [[-0.731, 0.198, 0.136], [0.218, -0.199, 1.223], [1.469, 0.283, 1.517], [2.212, 1.032, 0.697], [1.945, 0.129, 2.657], [-0.373, -0.532, -1.191], [-1.350, -0.057, -2.124], [-1.779, -0.159, 0.399], [-0.750, 1.265, -0.045], [-0.091, -0.730, 2.114], [2.812, 1.450, 1.341], [-0.529, -1.652, -0.863], [0.707, -0.320, -1.433], [-2.238, 0.189, -1.693], [-1.521, -0.896, -2.735]]}



[12]
{"formula": "C3H8N2O2S", "method": "ωB97M-V with the def2-TZVPD basis set", "charge": 0, "smiles": "COC/C(=N\\S)NO", "orbital_gap_ev": 9.0, "homo_ev": -8.5, "species": ["C", "C", "C", "H", "H", "H", "H", "H", "H", "H", "H", "N", "N", "O", "O", "S"], "coordinates": [[0.679, -2.264, -0.114], [0.176, -0.365, -1.317], [0.346, 0.580, -0.138], [0.737, -2.147, 1.086], [1.653, -2.510, -0.618], [0.187, -3.294, -0.007], [-0.541, -0.028, -2.014], [1.317, -0.426, -1.579], [2.293, 0.179, -0.504], [1.459, 1.296, 1.811], [-1.810, -0.643, -0.833], [1.702, 1.084, -0.189], [-0.587, 1.154, 0.711], [-0.257, -1.598, -0.941], [2.054, 1.688, 1.096], [-2.168, 0.217, 0.448]]}



no.,maximum force (eV Å⁻¹)
1,2.15
2,1.14
3,4.74
4,3.81
5,0.63
6,9.67
7,5.94
8,0.44
9,1.00
10,3.80
11,3.23
12,6.11